No. 1
This record from OMol25 describes a cluster of 23 separate species, C23H92N46O23 in total in a non-equilibrium geometry. The level of theory is ωB97M-V/def2-TZVPD.

The relative energy (zero: lowest compared OMol25 entry of this formula, charge and spin) is 0.0 kcal per mole. The HOMO-LUMO gap is 0.346 Ha. As for the HOMO energy: -9.34 eV.

CARTESIAN COORDINATES (ANGSTROEM)
C1 2.200076 -2.850545 -7.759025
O1 2.889574 -3.164196 -8.688244
N1 2.415822 -3.649678 -6.559894
N2 1.223467 -1.817788 -7.588003
H1 2.627715 -4.587324 -6.822935
H2 1.765454 -3.524126 -5.820723
H3 0.841887 -1.286726 -8.339780
H4 0.596009 -2.123511 -6.877027
C2 1.124535 4.649407 -0.847135
O2 0.045763 4.670648 -0.202064
N3 1.606853 5.715659 -1.509634
N4 1.950637 3.617271 -0.856428
H5 2.041246 5.514784 -2.391112
H6 0.816584 6.251173 -1.782716
H7 1.697093 2.902321 -0.189665
H8 2.900324 3.567411 -1.172356
C3 -3.021151 -4.180204 5.115755
O3 -3.196474 -4.114997 6.340841
N5 -4.018304 -3.658237 4.240729
N6 -1.953279 -4.828374 4.497412
H9 -3.733644 -3.398725 3.279743
H10 -4.489687 -2.859338 4.751617
H11 -1.959450 -4.995638 3.485772
H12 -1.223885 -5.136482 5.115524
C4 -3.420128 2.886132 0.934346
O4 -3.087732 2.803246 2.148177
N7 -2.723450 3.641720 0.073981
N8 -4.612892 2.380374 0.505847
H13 -2.926789 3.699755 -0.899722
H14 -1.874506 4.090130 0.410279
H15 -5.077201 1.788021 1.182057
H16 -4.690409 1.894806 -0.348764
C5 -4.626945 0.221988 4.191725
O5 -5.178779 -0.675701 4.837207
N9 -5.027144 1.491457 4.069272
N10 -3.574838 -0.097498 3.392174
H17 -5.820819 1.838266 4.546723
H18 -4.731862 1.971976 3.215939
H19 -3.171609 0.617680 2.744559
H20 -3.303621 -1.051043 3.168225
C6 5.319713 4.841077 -1.372378
O6 5.312385 5.309744 -2.498960
N11 4.768626 5.377132 -0.334935
N12 5.969513 3.662680 -1.049933
H21 4.159062 6.131698 -0.441022
H22 5.034798 4.948753 0.554592
H23 6.706291 3.363657 -1.652629
H24 5.895021 3.223699 -0.144464
C7 6.548839 -0.107493 1.762881
O7 6.421867 0.332361 0.641997
N13 5.744981 -1.115131 2.298247
N14 7.473100 0.439575 2.681038
H25 4.798088 -1.071300 2.072244
H26 5.797483 -1.409073 3.260098
H27 7.802396 -0.012303 3.504407
H28 8.025376 1.188019 2.384932
C8 -5.470593 -1.976673 -1.314434
O8 -5.373738 -1.319662 -2.425172
N15 -4.861056 -1.526867 -0.196342
N16 -6.187975 -3.135971 -1.290116
H29 -4.155735 -0.797874 -0.276613
H30 -4.686896 -2.150381 0.629897
H31 -6.800154 -3.188323 -2.093431
H32 -6.582346 -3.486002 -0.388166
C9 -0.473495 -2.015404 6.248275
O9 0.415165 -1.392141 5.739267
N17 -0.284003 -3.204295 6.859450
N18 -1.803623 -1.640576 6.260403
H33 -1.109583 -3.754942 7.203933
H34 0.607795 -3.660045 7.160766
H35 -2.449295 -2.055009 6.907751
H36 -2.012359 -0.909473 5.597796
C10 -1.330425 0.125234 -0.001019
O10 -2.548627 0.350247 -0.112681
N19 -0.668303 0.570850 1.071412
N20 -0.614012 -0.428597 -0.987077
H37 -1.263344 1.142433 1.650062
H38 0.258382 0.263680 1.478758
H39 -1.189555 -0.661830 -1.799222
H40 0.380939 -0.572867 -0.998589
C11 0.356254 2.122902 4.293840
O11 1.575312 1.899361 4.370505
N21 -0.129278 3.250680 3.682798
N22 -0.411704 1.179230 4.821140
H41 0.562279 3.670995 3.045904
H42 -1.109053 3.487871 3.417096
H43 -1.391273 1.199279 4.670362
H44 0.094315 0.447493 5.315284
C12 4.414889 -1.450907 5.721326
O12 4.341628 -2.289849 4.807820
N23 4.797112 -1.792892 6.954390
N24 4.242450 -0.111695 5.462692
H45 4.961023 -2.760334 7.038598
H46 5.164640 -1.083017 7.568761
H47 4.146329 0.520270 6.249443
H48 3.806167 0.047587 4.578431
C13 -1.766613 -3.128860 -5.844913
O13 -0.641701 -3.530487 -5.649938
N25 -2.247313 -1.914913 -6.092273
N26 -2.793083 -4.080335 -5.799258
H49 -3.205629 -1.719093 -6.083203
H50 -1.568014 -1.236424 -5.973387
H51 -2.641767 -4.965615 -5.359825
H52 -3.755184 -3.768190 -5.871283
C14 3.782051 -0.199979 -1.549512
O14 2.784598 -0.161621 -2.309682
N27 3.965421 -1.150568 -0.551325
N28 4.679744 0.867708 -1.561746
H53 3.344032 -1.967004 -0.658195
H54 4.936657 -1.302796 -0.290660
H55 5.495174 0.990937 -0.978534
H56 4.422154 1.574156 -2.272476
C15 -1.273087 5.339550 -3.969315
O15 -0.551664 6.398071 -3.876870
N29 -1.695498 4.906123 -5.169638
N30 -1.721627 4.715909 -2.905245
H57 -1.791309 3.886092 -5.150087
H58 -1.419927 5.366975 -5.944261
H59 -2.207527 3.851487 -3.053213
H60 -1.206571 4.816807 -2.022798
C16 -2.121583 -3.228469 0.868846
O16 -2.975937 -3.122984 1.727269
N31 -2.399601 -3.548440 -0.418379
N32 -0.848498 -3.117911 1.219790
H61 -3.385175 -3.775633 -0.615992
H62 -1.688427 -3.822215 -1.127604
H63 -0.587523 -3.098622 2.193623
H64 -0.171875 -2.970446 0.489763
C17 4.338136 2.854827 2.374577
O17 5.201494 3.479116 1.774572
N33 3.481211 2.022841 1.752525
N34 4.097839 3.019392 3.748709
H65 3.732857 1.481130 0.943562
H66 2.822629 1.593472 2.343539
H67 4.529864 3.863147 4.073858
H68 3.341429 2.568231 4.252479
C18 -6.592697 -4.272760 2.152105
O18 -7.144969 -4.491757 1.078070
N35 -6.129670 -2.981344 2.437205
N36 -6.333764 -5.262481 3.020441
H69 -6.686865 -2.247388 2.120761
H70 -5.877752 -2.739462 3.393133
H71 -6.310599 -6.238377 2.619788
H72 -5.595538 -5.152465 3.737675
C19 2.703290 3.808940 -4.568969
O19 2.960233 2.783045 -3.932203
N37 3.549823 4.849602 -4.510201
N38 1.541466 4.068486 -5.320202
H73 3.364810 5.674555 -5.120786
H74 4.302829 4.882665 -3.802486
H75 1.349311 5.076543 -5.268232
H76 0.816963 3.561421 -4.859609
C20 0.783452 -3.277880 -2.182898
O20 1.190718 -3.606870 -1.090631
N39 -0.286821 -4.033800 -2.765253
N40 1.188876 -2.272191 -2.937180
H77 -0.468527 -3.916217 -3.771403
H78 -0.149717 -5.014282 -2.521762
H79 1.930724 -1.634861 -2.548264
H80 0.619790 -1.995577 -3.740354
C21 -3.417678 1.313377 -3.637555
O21 -2.744502 2.335807 -3.946160
N41 -2.943269 0.085119 -3.847513
N42 -4.621576 1.427715 -2.976600
H81 -3.620123 -0.637727 -3.574292
H82 -2.075838 -0.027446 -4.433495
H83 -5.115424 2.262309 -3.248133
H84 -5.162974 0.603667 -3.029322
C22 0.444450 0.710052 -4.540202
O22 -0.352657 -0.221274 -4.887523
N43 0.132920 1.548301 -3.543055
N44 1.619662 0.813377 -5.119983
H85 1.045281 1.974621 -3.233140
H86 -0.576118 1.248107 -2.876208
H87 1.847868 0.158565 -5.870158
H88 2.246382 1.567164 -4.774527
C23 1.973428 -1.570777 2.440285
O23 1.734850 -0.910196 1.405038
N45 2.139477 -2.913478 2.455439
N46 2.082151 -1.001779 3.719164
H89 2.768406 -3.289589 3.149422
H90 1.918635 -3.410076 1.660819
H91 1.699504 -1.550001 4.433423
H92 1.667389 -0.098424 3.809945

Atoms 1-3, force components in eV/Å:
-0.235 -1.029 2.212
-0.315 1.036 -1.363
-0.450 2.197 -1.585

No. 2
This record from OMol25 describes a structure of composition C24H10AuF11N4O5S2. The level of theory is ωB97M-V/def2-TZVPD.

The expectation value of S² is 2.04. The relative energy (zero: lowest compared OMol25 entry of this formula, charge and spin) is 6.2 kcal per mole. The HOMO-LUMO gap (spin up / spin down) is 0.254 / 0.186 Ha. The spin multiplicity is 3. As for the HOMO energy (spin up / spin down): -8.35 / -8.36 eV.

CARTESIAN COORDINATES (ANGSTROEM)
Au1 0.583069 -0.203538 1.110803
F1 -1.027847 0.330704 5.008005
C1 0.237601 0.684277 4.799412
F2 0.738162 1.222164 5.897181
F3 0.287778 1.574847 3.811556
S1 1.178980 -0.835912 4.353498
O1 0.596230 -1.240371 3.062337
O2 0.948530 -1.737425 5.428311
N1 2.677389 -0.388700 4.307160
S2 3.449698 0.201538 3.066645
O3 2.580852 0.728923 2.021576
O4 4.542354 1.009184 3.484012
C2 4.230834 -1.302544 2.310063
F4 5.350291 -1.602607 2.946296
F5 4.510080 -1.047339 1.030150
F6 3.405493 -2.347458 2.362357
N2 -5.785145 5.422573 -4.733471
C3 -5.082047 4.776095 -4.093825
C4 -4.200914 3.964970 -3.290771
C5 -3.756867 2.736324 -3.773295
C6 -2.908231 1.962013 -3.001536
C7 -2.504193 2.402174 -1.745094
C8 -2.953060 3.628107 -1.266221
C9 -3.796756 4.411316 -2.035563
C10 -1.593631 1.557127 -0.916144
C11 -0.254534 1.519263 -1.312319
C12 0.328528 2.186434 -2.421976
C13 1.667208 1.861018 -2.442475
C14 1.886995 1.013339 -1.339484
N3 0.755401 0.807927 -0.679012
C15 -2.179165 0.897282 0.163892
C16 -3.553423 0.912385 0.532611
C17 -3.691052 0.098268 1.632637
C18 -2.403709 -0.406440 1.917462
N4 -1.516691 0.059902 1.050418
H1 -4.077999 2.395993 -4.748308
H2 -2.555828 1.006584 -3.369512
H3 -2.634625 3.967121 -0.288334
H4 -4.143341 5.368457 -1.669964
H5 -0.200476 2.829384 -3.108193
H6 2.417857 2.186449 -3.144808
H7 2.814885 0.566689 -1.010362
H8 -4.330113 1.461806 0.023614
H9 -4.590489 -0.129068 2.183171
H10 -2.107934 -1.081128 2.708829
F7 2.747542 -6.747848 -2.519632
C19 2.483365 -5.624187 -1.891871
C20 2.170146 -5.657882 -0.525709
F8 2.138329 -6.827764 0.097366
C21 1.900020 -4.495980 0.134649
F9 1.599503 -4.512949 1.414118
C22 1.954177 -3.211670 -0.536504
O5 1.772016 -2.151478 0.066166
C23 2.257413 -3.246324 -1.955404
F10 2.293311 -2.101570 -2.606181
C24 2.523297 -4.414348 -2.603031
F11 2.820738 -4.436103 -3.895294

Atoms 1-3, force components in eV/Å:
-0.374 0.532 0.178
-0.100 0.123 -0.003
0.102 -0.186 -0.054